Molecular formula: C5H14
Method: DFT, wB97M-V/def2-TZVPD

Bonds (Å) are listed after each position.
Geometry (Å):
1 C -1.5320 0.8772 -0.4677  H4 1.093, C11 1.502, C16 1.531, H17 1.096
2 H 1.0611 -2.2307 -0.0772  C15 1.090
3 H -0.5450 2.7142 -0.8529  C16 1.096
4 H -0.6203 0.3635 -0.7849  C1 1.093
5 H -2.6209 -0.8665 0.3871  C11 1.096
6 H -0.5121 2.2559 0.8889  C16 1.084
7 H 3.3727 -2.7031 -0.5627  C10 1.090
8 H 3.0775 -2.2380 1.1135  C10 1.095
9 H 3.9288 -1.1595 0.0000  C10 1.091
10 C 3.1030 -1.8677 0.0837  H7 1.090, H8 1.095, H9 1.091, C15 1.552
11 C -2.3403 0.1746 0.5853  C1 1.502, H5 1.096, H12 1.091, H19 1.092
12 H -1.7201 0.0706 1.4766  C11 1.091
13 H 1.2992 -0.5682 0.3954  C15 1.086
14 H -1.9498 2.9519 0.1473  C16 1.094
15 C 1.6791 -1.3508 -0.2548  H2 1.090, C10 1.552, H13 1.086, H18 1.084
16 C -1.1052 2.2770 -0.0188  C1 1.531, H3 1.096, H6 1.084, H14 1.094
17 H -2.1066 1.0308 -1.3886  C1 1.096
18 H 1.7418 -1.0470 -1.2939  C15 1.084
19 H -3.2557 0.6848 0.8935  C11 1.092

Summary:
E_tot = -5411.774 eV
Charge = 0
Gap between HOMO and LUMO = 0.4572 Eh
Max |F| = 1.66 eV/Å
Highest occupied orbital energy = -11.36 eV
Energy relative to the best compared isomer or geometry (same formula, charge and spin) = 26.62 kJ/mol
Multiplicity = 1
SMILES string = CCC.CC

Charge distribution, Löwdin scheme, values in e: -0.331 0.064 0.069 0.078 0.068 0.065 0.058 0.059 0.057 -0.174 -0.134 0.067 0.051 0.070 -0.167 -0.130 0.100 0.059 0.073